Entry 1:
Molecular formula: C20H27Cl27IN2P
Method: DFT, the ωB97M-V functional and the def2-TZVPD basis

Element x y z (Å)
N 5.348 0.142 1.140
C 5.612 0.623 -0.274
C 4.380 0.104 -1.271
C 3.001 0.246 -0.334
P 1.444 0.247 -1.444
C 0.797 -1.546 -1.432
C -0.733 -1.745 -0.884
C -0.646 -2.508 0.567
I -0.112 -4.621 0.088
C 0.212 1.453 -0.529
C -0.221 2.738 -1.375
C -1.208 3.848 -0.704
C -1.641 3.383 0.798
C -1.079 2.001 1.389
N -0.142 0.984 0.835
H 6.222 -0.275 1.534
H 5.146 0.981 1.730
H 6.619 0.220 -0.731
H 5.532 1.798 -0.252
H 4.315 0.754 -2.259
H 4.477 -1.021 -1.580
H 3.118 1.309 0.196
H 2.909 -0.614 0.461
H 1.545 -2.176 -0.750
H 0.863 -2.046 -2.503
H -1.254 -2.518 -1.631
H -1.403 -0.787 -0.903
H -1.670 -2.589 1.143
H 0.245 -2.126 1.244
H 0.166 2.893 -2.474
H -1.558 4.804 -1.284
H -2.361 4.060 1.438
H -1.480 1.724 2.481
C -2.884 7.534 -3.260
Cl -4.339 6.889 -4.039
Cl -2.432 6.538 -1.866
Cl -1.547 7.626 -4.419
H -3.103 8.544 -2.905
C -0.603 -6.183 4.095
Cl 0.820 -6.876 4.891
Cl -1.612 -7.463 3.399
Cl -1.540 -5.204 5.238
H -0.262 -5.534 3.285
C -4.617 -4.516 1.694
Cl -3.362 -5.470 2.503
Cl -3.915 -3.069 0.949
Cl -5.458 -5.495 0.480
H -5.345 -4.198 2.445
C 1.054 1.587 5.098
Cl 0.403 2.746 6.268
Cl 0.922 -0.067 5.720
Cl 0.218 1.736 3.543
H 2.113 1.812 4.942
C -4.254 3.430 4.247
Cl -3.992 5.177 4.387
Cl -2.887 2.660 3.424
Cl -4.505 2.708 5.845
H -5.154 3.264 3.649
C 3.378 -1.511 -4.978
Cl 4.801 -2.204 -4.182
Cl 2.370 -2.791 -5.674
Cl 2.441 -0.532 -3.835
H 3.719 -0.861 -5.788
C -1.574 -0.820 -4.432
Cl -0.843 -2.423 -4.624
Cl -1.123 -0.114 -2.871
Cl -1.090 0.247 -5.761
H -2.661 -0.932 -4.459
C -2.365 -6.249 -4.452
Cl -0.708 -5.623 -4.448
Cl -2.775 -6.935 -2.870
Cl -3.511 -4.971 -4.891
H -2.432 -7.043 -5.199
C 2.419 5.076 3.322
Cl 0.964 4.432 2.543
Cl 2.871 4.080 4.716
Cl 3.756 5.169 2.163
H 2.200 6.087 3.677

Computed properties:
Largest force on an atom (eV/Å): 8.274
Total charge: 0
Total energy (eV): -379640.8887
Spin multiplicity: 1
Frontier orbital gap (Eh): 0.270
LUMO energy (eV): -0.43

Entry 2:
Molecular formula: C13H13P
Method: DFT, the ωB97M-V functional and the def2-TZVPD basis

Element x y z (Å)
C 3.803 -0.818 -0.464
C -2.079 2.667 -1.531
C 2.897 -1.233 -1.396
C 3.347 -0.523 0.833
C -2.718 1.410 -1.728
C -0.954 2.750 -0.731
C 1.512 -1.280 -1.127
C 1.990 -0.701 1.090
C -2.406 0.332 -0.944
C -0.504 1.554 -0.037
C 1.071 -1.076 0.131
C -1.236 0.365 -0.119
C -2.413 -2.130 3.145
P -0.659 -1.103 0.736
H 4.766 -0.813 -0.747
H -2.445 3.422 -2.302
H 3.087 -1.498 -2.473
H 4.145 -0.246 1.428
H -3.531 1.382 -2.425
H -0.426 3.695 -0.614
H 0.699 -1.530 -1.768
H 1.519 -0.548 1.989
H -2.801 -0.733 -0.962
H 0.511 1.530 0.549
H -1.757 -2.426 3.955
H -2.043 -1.015 3.193
H -1.203 -2.160 -0.209

Computed properties:
Largest force on an atom (eV/Å): 3.740
Total charge: 0
Total energy (eV): -22973.9775
Relative energy (zero: lowest compared OMol25 entry of this formula, charge and spin) (kJ/mol): 481.1
Spin multiplicity: 1
Frontier orbital gap (Eh): 0.298
LUMO energy (eV): -0.61

Entry 3:
Molecular formula: C31H37N2S2
Method: DFT, the ωB97M-V functional and the def2-TZVPD basis

Element x y z (Å)
C -6.752 -0.561 0.049
C -5.351 -0.301 -0.420
C -4.774 0.974 -0.309
C -3.451 1.221 -0.729
C -2.911 2.585 -0.427
C -2.648 0.170 -1.161
N -1.216 0.402 -1.338
C -0.027 0.082 -0.564
N 0.989 0.477 -1.344
C 2.321 0.096 -1.027
C 2.651 -1.258 -1.071
C 1.670 -2.313 -1.533
C 3.961 -1.559 -0.712
C 4.871 -0.556 -0.422
C 6.255 -0.915 -0.031
C 4.499 0.770 -0.544
C 3.204 1.139 -0.847
C 2.781 2.577 -0.912
C 0.668 0.990 -2.564
C -0.837 0.990 -2.583
C -3.258 -1.059 -1.466
C -2.470 -2.195 -2.041
C -4.569 -1.290 -1.019
H -7.028 -1.605 -0.105
H -6.850 -0.341 1.113
H -7.487 0.059 -0.470
H -5.360 1.772 0.173
H -1.918 2.736 -0.862
H -3.588 3.357 -0.829
H -2.831 2.751 0.663
H 2.048 -3.316 -1.244
H 0.666 -2.168 -1.078
H 1.556 -2.299 -2.635
H 4.254 -2.599 -0.675
H 6.824 -0.019 0.179
H 6.282 -1.537 0.859
H 6.767 -1.466 -0.816
H 5.230 1.548 -0.383
H 3.478 3.177 -0.305
H 2.862 2.950 -1.945
H 1.768 2.763 -0.527
H 1.094 1.968 -2.718
H 1.114 0.403 -3.351
H -1.260 0.485 -3.447
H -1.220 1.983 -2.779
H -3.147 -3.022 -2.303
H -1.930 -1.896 -2.951
H -1.734 -2.602 -1.324
H -4.994 -2.310 -1.100
C 2.176 3.235 2.465
C 0.848 3.168 2.015
C 0.282 1.937 1.668
C 1.026 0.778 1.549
C 0.365 -0.397 0.659
S 1.312 -1.844 1.324
C 0.144 -3.021 2.150
C -0.790 -2.389 3.197
C -1.831 -1.574 2.492
S -1.421 -0.856 0.975
C 2.259 0.779 2.227
C 2.863 2.029 2.570
H 2.589 4.176 2.826
H 0.236 4.061 2.030
H -0.794 1.823 1.482
H -0.456 -3.476 1.347
H 0.727 -3.792 2.671
H -1.323 -3.143 3.791
H -0.238 -1.760 3.899
H -2.639 -2.181 2.042
H -2.169 -0.668 3.008
H 2.762 -0.159 2.500
H 3.874 2.040 2.988

Computed properties:
Largest force on an atom (eV/Å): 9.340
Total charge: +1
Total energy (eV): -57389.2811
Spin multiplicity: 1
Frontier orbital gap (Eh): 0.288
LUMO energy (eV): -3.36

Entry 4:
Molecular formula: C6H8Si
Method: DFT, the ωB97M-V functional and the def2-TZVPD basis

Element x y z (Å)
C -2.141 -0.212 -0.665
C -2.414 0.090 0.627
C 0.853 -1.804 -0.399
C 0.905 -1.637 0.952
C -1.157 0.700 -0.027
C 1.839 1.480 -0.214
Si 0.609 0.049 0.175
H -2.344 -0.762 -1.482
H -3.178 -0.290 1.326
H 0.909 -2.760 -0.871
H 0.973 -2.131 1.878
H -1.251 1.771 -0.144
H 2.744 1.453 0.234
H 2.134 1.597 -1.284
H 1.520 2.458 -0.105

Computed properties:
Largest force on an atom (eV/Å): 6.438
Total charge: 0
SMILES: C[Si]1(C2C=C2)C=C1
Total energy (eV): -14223.6299
Relative energy (zero: lowest compared OMol25 entry of this formula, charge and spin) (kJ/mol): 387.8
Spin multiplicity: 1
Frontier orbital gap (Eh): 0.350
LUMO energy (eV): 0.99

Entry 5:
Molecular formula: C6H7N
Method: DFT, the ωB97M-V functional and the def2-TZVPD basis

Element x y z (Å)
C 2.073 -0.029 -0.325
C 0.601 -0.050 -0.283
C -0.404 0.307 -1.105
C -1.550 0.423 -0.134
C -1.389 -0.898 0.460
N -0.008 -0.666 0.881
C -0.831 0.469 1.193
H 2.416 0.664 -1.093
H 2.417 -1.043 -0.541
H 2.510 0.269 0.640
H -0.450 0.488 -2.161
H -2.511 0.911 -0.297
H -2.019 -1.768 0.617
H -0.899 0.957 2.157

Computed properties:
Largest force on an atom (eV/Å): 3.490
Total charge: 0
SMILES: CC1=C[C@H]2[C@@H]3[C@H]2N13
Total energy (eV): -7820.1024
Relative energy (zero: lowest compared OMol25 entry of this formula, charge and spin) (kJ/mol): 535.0
Spin multiplicity: 1
Frontier orbital gap (Eh): 0.340
LUMO energy (eV): 1.19

Entry 6:
Molecular formula: C44H37N3O5PRbS3
Method: DFT, the ωB97M-V functional and the def2-TZVPD basis

Element x y z (Å)
Rb -0.110 0.434 -0.414
O 2.498 -3.446 6.304
C 3.248 -2.796 5.550
O 4.429 -2.443 5.726
C 2.552 -2.162 4.326
C 1.203 -2.376 4.078
C 0.609 -1.780 2.974
N 1.277 -0.999 2.123
C 2.572 -0.787 2.362
C 3.243 -1.347 3.441
C 3.285 0.091 1.374
C 4.621 -0.131 1.065
C 5.235 0.671 0.116
C 4.501 1.675 -0.487
C 3.172 1.818 -0.118
N 2.567 1.055 0.787
C -0.853 -1.969 2.678
C -1.565 -3.061 3.167
C -2.908 -3.177 2.855
C -3.513 -2.206 2.072
C -2.722 -1.158 1.624
N -1.429 -1.044 1.912
H 0.658 -2.992 4.779
H 4.288 -1.157 3.640
H 5.153 -0.944 1.539
H 6.263 0.490 -0.173
H 4.918 2.297 -1.266
H 2.555 2.563 -0.609
H -1.064 -3.813 3.760
H -3.475 -4.030 3.212
H -4.553 -2.259 1.783
H -3.128 -0.389 0.978
O -2.000 -1.110 -1.500
C -3.081 -0.474 -2.197
C -2.986 1.064 -1.973
O -3.689 1.719 -2.748
O -2.261 1.448 -1.023
C -4.384 -1.000 -1.598
C -5.322 -0.176 -0.993
C -6.452 -0.720 -0.391
C -6.667 -2.090 -0.395
C -5.742 -2.923 -1.012
C -4.618 -2.375 -1.606
C -2.945 -0.781 -3.686
C -4.032 -1.087 -4.490
C -3.863 -1.326 -5.849
C -2.602 -1.244 -6.418
C -1.510 -0.918 -5.623
C -1.681 -0.695 -4.266
H -2.108 -2.070 -1.490
H -5.169 0.895 -1.002
H -7.167 -0.060 0.084
H -7.549 -2.506 0.076
H -5.890 -3.995 -1.030
H -3.911 -3.033 -2.101
H -5.025 -1.127 -4.061
H -4.722 -1.560 -6.465
H -2.469 -1.419 -7.479
H -0.523 -0.821 -6.055
H -0.817 -0.431 -3.667
C 1.309 -3.326 -0.654
S -0.379 -3.938 -0.873
C -0.447 -3.842 -2.666
H 2.014 -4.017 -1.116
H 1.513 -3.254 0.412
H 1.445 -2.346 -1.116
H 0.299 -4.481 -3.140
H -0.305 -2.817 -3.004
H -1.436 -4.163 -2.997
S 3.151 1.661 -5.525
P 3.296 0.059 -4.377
S 2.152 -0.179 -2.759
C 5.027 -0.106 -3.768
C 5.370 -1.198 -2.969
C 6.651 -1.334 -2.465
C 7.613 -0.365 -2.738
C 7.280 0.724 -3.526
C 5.994 0.847 -4.046
C 3.173 -1.450 -5.411
C 4.046 -1.600 -6.490
C 3.986 -2.722 -7.297
C 3.038 -3.709 -7.045
C 2.167 -3.566 -5.978
C 2.242 -2.444 -5.159
H 4.612 -1.931 -2.721
H 6.898 -2.186 -1.844
H 8.613 -0.461 -2.333
H 8.022 1.484 -3.741
H 5.718 1.692 -4.667
H 4.762 -0.813 -6.694
H 4.674 -2.827 -8.127
H 2.979 -4.585 -7.679
H 1.423 -4.326 -5.773
H 1.578 -2.326 -4.315

Computed properties:
Largest force on an atom (eV/Å): 1.530
Total charge: -2
Total energy (eV): -103394.0350
Relative energy (zero: lowest compared OMol25 entry of this formula, charge and spin) (kJ/mol): 40.1
Spin multiplicity: 1
Frontier orbital gap (Eh): 0.260
LUMO energy (eV): 3.53

Entry 7:
Molecular formula: C20H16F2N6O
Method: DFT, the ωB97M-V functional and the def2-TZVPD basis

Element x y z (Å)
F -0.441 3.679 7.676
F -1.880 4.771 6.427
N -1.711 -2.703 2.245
N -1.466 -1.460 2.818
N 1.312 -0.121 0.113
N 0.754 3.185 4.666
O 1.107 -0.224 -6.061
C -0.891 -2.860 1.229
C -0.580 -0.852 2.059
C 0.704 -1.277 0.105
C 1.061 0.728 1.197
C 0.128 0.452 2.181
C 0.940 2.267 3.695
C -0.413 3.236 5.323
C -1.452 2.380 4.992
C -1.876 -0.014 -3.891
C -1.065 0.227 -5.007
C -1.298 1.425 3.985
C -1.466 -0.868 -2.873
C 0.176 -0.401 -5.075
C -0.097 1.388 3.290
C -0.255 -1.599 -2.974
C 0.577 -1.329 -4.099
N -0.234 -1.671 1.027
N 1.055 -1.955 -0.984
C -0.611 4.232 6.452
C 0.115 -2.584 -1.896
C 2.290 -0.931 -5.655
C 1.892 -1.860 -4.487
H -0.811 -3.735 0.562
H 1.583 1.677 1.261
H 1.890 2.219 3.210
H -2.389 2.461 5.519
H -2.829 0.505 -3.869
H -1.380 0.940 -5.780
H -2.135 0.769 3.754
H -2.106 -0.997 -2.020
H 1.781 -1.402 -1.495
H 0.070 5.055 6.310
H -0.780 -2.880 -1.365
H 0.572 -3.484 -2.331
H 2.744 -1.486 -6.470
H 3.023 -0.227 -5.272
H 2.623 -1.782 -3.691
H 1.769 -2.893 -4.797

Computed properties:
Largest force on an atom (eV/Å): 3.086
Total charge: 0
SMILES: FC(F)c1ccc(-c2cnc(NCc3cccc4c3CCO4)n3cnnc23)cn1
Total energy (eV): -37421.7669
Relative energy (zero: lowest compared OMol25 entry of this formula, charge and spin) (kJ/mol): 0.0
Spin multiplicity: 1
Frontier orbital gap (Eh): 0.303
LUMO energy (eV): -0.06

Entry 8:
Molecular formula: C6H5NO
Method: DFT, the ωB97M-V functional and the def2-TZVPD basis

Element x y z (Å)
C -3.365 0.115 -0.006
C -2.197 0.542 -0.083
C 1.531 0.788 -0.019
C 1.044 2.077 -0.051
C -0.704 0.804 -0.124
C 0.370 -0.082 -0.045
N 0.280 -1.435 -0.261
O -0.292 2.089 -0.104
H -4.308 -0.244 0.313
H 2.461 0.341 -0.024
H 1.652 2.937 0.030
H 0.941 -2.079 -0.021
H -0.714 -1.757 -0.326

Computed properties:
Largest force on an atom (eV/Å): 4.362
Total charge: 0
SMILES: C#Cc1occc1N
Total energy (eV): -9837.3153
Relative energy (zero: lowest compared OMol25 entry of this formula, charge and spin) (kJ/mol): 182.6
Spin multiplicity: 1
Frontier orbital gap (Eh): 0.323
LUMO energy (eV): 1.01

Question: What is the total energy in the eighth record?
Answer: -9837.3153 eV